Record 1
{
  "formula": "C6H11NO",
  "method": "ωB97M-V/def2-TZVPD",
  "largest_force_ev_per_a": 2.60,
  "gap_ha": 0.1529,
  "relative_energy_kcal_mol": 160.9,
  "lumo_ev": -2.73,
  "e_tot_ev": -9931.4763,
  "species": ["C", "N", "C", "O", "C", "C", "C", "C", "H", "H", "H", "H", "H", "H", "H", "H", "H", "H", "H"],
  "positions_angstrom": [[-0.7989, 0.1257, -1.2022], [-1.8926, -0.7006, -0.8661], [-2.4978, -0.2438, 0.4718], [-2.3185, 1.0796, 0.5961], [0.0211, 0.6891, -0.0001], [1.4319, 0.9995, -0.1780], [2.4727, 0.0997, 0.0808], [2.3927, -1.0135, 0.8888], [-1.1715, 0.9731, -1.7771], [-0.0412, -0.3254, -1.8524], [-3.5632, -0.5344, 0.3923], [-2.0455, -0.7416, 1.3576], [-0.0218, 0.0468, 0.8882], [-0.4352, 1.6523, 0.2691], [1.7326, 1.9900, -0.5116], [-1.7245, -1.6993, -0.8320], [3.4431, 0.1980, -0.3986], [1.6961, -1.0259, 1.7189], [3.3203, -1.5693, 0.9548]],
  "lowdin_charge": [-0.23, -0.03, -0.43, -0.24, -0.19, 0.01, -0.14, 0.11, 0.12, 0.12, 0.10, 0.09, 0.12, 0.13, 0.13, 0.10, 0.11, 0.08, 0.07]
}

---

Record 2
{
  "formula": "C2H3O3Sm",
  "method": "ωB97M-V/def2-TZVPD",
  "multiplicity": 7,
  "largest_force_ev_per_a": 1.67,
  "gap_ha": [0.2707, 0.2894],
  "charge": 1,
  "lumo_ev": [-4.74, -4.71],
  "e_tot_ev": -26161.2920,
  "species": ["O", "C", "H", "H", "O", "C", "O", "Sm", "H"],
  "positions_angstrom": [[1.5491, -0.1377, -1.8588], [1.5361, 0.8143, -2.6204], [2.2386, 0.8477, -3.4673], [0.8279, 1.6488, -2.4813], [-2.1150, 0.1389, 2.8279], [-1.2373, -0.2718, 1.9421], [-0.8850, -1.4902, 2.1077], [0.3636, -0.8960, 0.1183], [-2.2779, -0.6540, 3.4317]],
  "lowdin_spin": [-0.01, 0.01, 0.00, 0.00, 0.00, -0.01, -0.02, 6.03, 0.00]
}

---

Record 3
{
  "formula": "C5H8N",
  "method": "ωB97M-V/def2-TZVPD",
  "largest_force_ev_per_a": 3.98,
  "gap_ha": 0.3603,
  "charge": 1,
  "relative_energy_kcal_mol": 133.8,
  "lumo_ev": -4.77,
  "e_tot_ev": -6792.2847,
  "species": ["C", "C", "C", "C", "C", "N", "H", "H", "H", "H", "H", "H", "H", "H"],
  "positions_angstrom": [[-1.3181, 0.0067, 0.3679], [-0.7790, 1.0608, -0.2592], [-0.3806, -1.0145, 0.7170], [0.9240, -0.4631, 0.2287], [0.8577, 0.9658, -0.1957], [0.0776, -1.3321, -0.6129], [-2.4548, 0.0701, 0.5832], [-1.4617, 1.8672, -0.3638], [-0.4555, -1.8479, 1.4965], [1.9356, -0.7415, 0.4616], [0.9826, 1.7494, 0.4112], [0.0755, 1.0040, -1.2040], [1.5639, 0.9584, -0.9498], [0.4328, -2.2834, -0.6808]],
  "lowdin_charge": [0.03, -0.02, -0.20, -0.19, -0.01, 0.08, 0.19, 0.14, 0.19, 0.16, 0.12, 0.23, 0.15, 0.14]
}

---

Record 4
{
  "formula": "C18H37P2Si",
  "method": "ωB97M-V/def2-TZVPD",
  "largest_force_ev_per_a": 1.23,
  "gap_ha": 0.2041,
  "charge": -1,
  "lumo_ev": 2.82,
  "e_tot_ev": -45720.2816,
  "species": ["C", "P", "C", "P", "C", "C", "C", "C", "C", "C", "C", "C", "Si", "C", "C", "C", "C", "C", "C", "C", "C", "H", "H", "H", "H", "H", "H", "H", "H", "H", "H", "H", "H", "H", "H", "H", "H", "H", "H", "H", "H", "H", "H", "H", "H", "H", "H", "H", "H", "H", "H", "H", "H", "H", "H", "H", "H", "H"],
  "positions_angstrom": [[2.5531, 0.1355, 4.6948], [2.3767, 0.1304, 2.8517], [1.7226, 1.8002, 2.4136], [0.6699, -1.3403, 2.3244], [1.9476, -2.6856, 1.8119], [2.8990, -2.4049, 0.6443], [2.2537, -2.5673, -0.7483], [2.7140, -1.5075, -1.7559], [2.3523, -0.0562, -1.3970], [1.6463, 0.7367, -2.5035], [0.9134, 1.9640, -1.9657], [-0.2726, 1.6957, -1.0287], [-1.6532, 0.6303, -1.7252], [-1.8767, 0.8947, -3.5725], [-1.2972, -1.1947, -1.4339], [-3.2662, 1.0151, -0.8232], [-3.3419, 1.8443, 0.3016], [-4.5458, 2.0553, 0.9649], [-5.7055, 1.4422, 0.5121], [-5.6571, 0.6190, -0.6095], [-4.4499, 0.4098, -1.2629], [3.5907, 0.3587, 4.9503], [2.3330, -0.8764, 5.0467], [1.9113, 0.8517, 5.2158], [0.6436, 1.7767, 2.2016], [1.9216, 2.5387, 3.1938], [2.2318, 2.1381, 1.5080], [0.6477, -1.8604, 3.7164], [-0.3280, -0.2990, 2.7063], [0.6796, -0.7641, 0.9609], [-0.4577, -2.2254, 1.9551], [2.5205, -2.9602, 2.7043], [1.3331, -3.5585, 1.5513], [3.7418, -3.1053, 0.7126], [3.3359, -1.4078, 0.7285], [1.1658, -2.5957, -0.6489], [2.5397, -3.5395, -1.1690], [2.3602, -1.7612, -2.7619], [3.8079, -1.5799, -1.8024], [3.2799, 0.4808, -1.1713], [1.7650, -0.0252, -0.4799], [2.4138, 1.1019, -3.1976], [0.9995, 0.0812, -3.0975], [0.5865, 2.6023, -2.7942], [1.6611, 2.5472, -1.4124], [0.0790, 1.2306, -0.1016], [-0.7030, 2.6612, -0.7372], [-1.8939, 1.9456, -3.8679], [-1.0425, 0.4182, -4.0939], [-2.7943, 0.4224, -3.9338], [-1.2648, -1.7789, -2.3552], [-0.3563, -1.2893, -0.8879], [-2.0637, -1.6259, -0.7851], [-2.4360, 2.3141, 0.6670], [-4.5655, 2.6891, 1.8441], [-6.6415, 1.5958, 1.0354], [-6.5555, 0.1285, -0.9654], [-4.4289, -0.2467, -2.1282]],
  "lowdin_charge": [-0.41, 0.68, -0.41, 0.19, -0.45, -0.30, -0.23, -0.21, -0.21, -0.23, -0.26, -0.25, 0.59, -0.17, -0.15, -0.24, -0.09, -0.09, -0.11, -0.10, -0.11, -0.01, 0.00, 0.01, -0.01, 0.01, -0.01, -0.08, -0.09, -0.08, -0.07, 0.05, 0.05, 0.09, 0.04, 0.08, 0.10, 0.10, 0.10, 0.11, 0.06, 0.11, 0.09, 0.10, 0.10, 0.05, 0.07, 0.03, 0.02, 0.02, 0.03, -0.01, 0.03, 0.09, 0.10, 0.09, 0.09, 0.10]
}

---

Record 5
{
  "formula": "C32H30FNO18",
  "method": "ωB97M-V/def2-TZVPD",
  "largest_force_ev_per_a": 0.42,
  "gap_ha": 0.2936,
  "lumo_ev": -1.66,
  "e_tot_ev": -74731.7491,
  "smiles": "NCCCC[C@@H]1CC(=O)O[C@H]1F.O=C1C=C(O)C(=O)C=C1O.O=C1C=C(O)C(=O)C=C1O.O=C1C=C(O)C(=O)C=C1O.O=C1C=C(O)C(=O)C=C1O",
  "species": ["N", "C", "C", "C", "C", "C", "C", "C", "O", "O", "C", "F", "H", "H", "H", "H", "H", "H", "H", "H", "H", "H", "H", "H", "H", "H", "O", "C", "C", "C", "O", "C", "O", "C", "C", "O", "H", "H", "H", "H", "O", "C", "C", "C", "O", "C", "O", "C", "C", "O", "H", "H", "H", "H", "O", "C", "C", "C", "O", "C", "O", "C", "C", "O", "H", "H", "H", "H", "O", "C", "C", "C", "O", "C", "O", "C", "C", "O", "H", "H", "H", "H"],
  "positions_angstrom": [[0.6403, -0.1159, 0.4343], [-0.1499, -1.2174, -0.1464], [0.2344, -2.6231, 0.3861], [1.2226, -2.6570, 1.5527], [2.7130, -2.6321, 1.1463], [3.5455, -1.5141, 1.7980], [4.0596, -0.4901, 0.7816], [5.3412, -1.1309, 0.2774], [5.9637, -0.9029, -0.7043], [5.7208, -2.1168, 1.1656], [4.8840, -2.0547, 2.2797], [5.4464, -1.1446, 3.1670], [0.0691, 0.7157, 0.5127], [1.4026, 0.1359, -0.1820], [-0.0532, -1.2332, -1.2340], [-1.1940, -1.0275, 0.1036], [0.6417, -3.2179, -0.4374], [-0.6832, -3.1321, 0.6891], [1.0391, -3.5772, 2.1109], [1.0100, -1.8266, 2.2278], [3.1528, -3.5970, 1.4140], [2.8080, -2.5643, 0.0574], [3.0268, -1.0669, 2.6449], [3.4088, -0.3414, -0.0748], [4.3018, 0.4807, 1.2166], [4.8772, -3.0107, 2.7955], [3.0504, -0.7027, 4.8792], [2.8682, 0.2704, 5.5887], [1.7170, 0.4455, 6.4480], [1.6122, 1.5741, 7.1615], [0.6074, 1.8589, 7.9781], [2.6558, 2.6717, 7.1016], [2.4396, 3.6536, 7.7921], [3.8108, 2.4921, 6.2561], [3.9250, 1.3600, 5.5424], [4.9350, 1.1103, 4.7318], [0.9751, -0.3390, 6.4753], [0.8243, 2.7377, 8.3561], [4.5531, 3.2770, 6.2242], [4.8247, 0.2099, 4.3648], [0.0841, -2.1262, -3.4552], [0.5181, -1.4267, -4.3567], [1.8264, -1.5583, -4.9498], [2.1736, -0.7121, -5.9326], [3.3375, -0.7383, -6.5543], [1.2452, 0.3792, -6.4329], [1.6762, 1.0890, -7.3223], [-0.0678, 0.5069, -5.8368], [-0.4124, -0.3462, -4.8645], [-1.5943, -0.3402, -4.2619], [2.4852, -2.3346, -4.5873], [3.3151, -0.0108, -7.2089], [-0.7297, 1.2772, -6.2066], [-1.5671, -1.0661, -3.6050], [-3.8253, 4.2477, 7.0686], [-3.6432, 3.3176, 6.3035], [-2.4649, 2.4807, 6.2845], [-2.3945, 1.4950, 5.3792], [-1.3689, 0.6667, 5.2637], [-3.4997, 1.2265, 4.3766], [-3.3087, 0.3073, 3.5994], [-4.6828, 2.0556, 4.4029], [-4.7555, 3.0416, 5.3093], [-5.7831, 3.8639, 5.4308], [-1.6788, 2.6682, 7.0023], [-1.5973, 0.0586, 4.5299], [-5.4707, 1.8544, 3.6913], [-5.5544, 4.4729, 6.1630], [-5.6724, 0.0529, -5.6118], [-5.1150, -0.0910, -6.6856], [-3.7151, -0.4134, -6.8526], [-3.2340, -0.5358, -8.0978], [-1.9732, -0.8263, -8.3814], [-4.0958, -0.3457, -9.3308], [-3.5336, -0.4723, -10.4042], [-5.4969, -0.0339, -9.1621], [-5.9820, 0.0857, -7.9176], [-7.2427, 0.3668, -7.6357], [-3.1051, -0.5414, -5.9702], [-1.9173, -0.8394, -9.3596], [-6.1080, 0.0924, -10.0444], [-7.2992, 0.3943, -6.6584]],
  "lowdin_charge": [0.01, -0.24, -0.19, -0.20, -0.13, -0.23, -0.03, -0.44, 0.16, 0.10, -0.30, 0.03, 0.07, 0.05, 0.07, 0.11, 0.10, 0.10, 0.11, 0.09, 0.12, 0.12, 0.12, 0.11, 0.14, 0.17, 0.09, -0.29, 0.07, -0.23, 0.10, -0.31, 0.10, 0.07, -0.22, 0.12, 0.13, 0.12, 0.14, 0.09, 0.08, -0.31, 0.08, -0.23, 0.13, -0.30, 0.11, 0.07, -0.23, 0.09, 0.14, 0.12, 0.14, 0.12, 0.11, -0.31, 0.08, -0.23, 0.11, -0.31, 0.10, 0.07, -0.23, 0.12, 0.12, 0.12, 0.14, 0.12, 0.11, -0.30, 0.08, -0.23, 0.11, -0.31, 0.10, 0.07, -0.23, 0.12, 0.11, 0.12, 0.14, 0.12]
}

---

Record 6
{
  "formula": "C51H44As2N5OSTl",
  "method": "ωB97M-V/def2-TZVPD",
  "largest_force_ev_per_a": 3.50,
  "gap_ha": 0.2691,
  "relative_energy_kcal_mol": 40.6,
  "lumo_ev": -0.11,
  "e_tot_ev": -200302.2603,
  "species": ["Tl", "C", "C", "C", "C", "N", "C", "N", "C", "N", "C", "N", "C", "C", "C", "C", "C", "N", "C", "C", "C", "C", "C", "C", "H", "H", "H", "H", "H", "H", "H", "H", "H", "H", "H", "H", "C", "C", "As", "C", "C", "C", "C", "C", "C", "C", "C", "C", "C", "C", "C", "As", "C", "C", "C", "C", "C", "C", "C", "C", "C", "C", "C", "C", "H", "H", "H", "H", "H", "H", "H", "H", "H", "H", "H", "H", "H", "H", "H", "H", "H", "H", "H", "H", "H", "H", "H", "H", "C", "S", "O", "C", "C", "C", "C", "C", "C", "H", "H", "H", "H", "H", "H", "H", "H"],
  "positions_angstrom": [[0.0504, -1.3461, -0.0598], [-1.1966, 0.7079, 4.1540], [-0.2934, 1.7211, 4.3285], [0.9019, 1.6917, 3.7141], [1.1658, 0.7347, 2.7221], [0.2805, -0.2101, 2.4214], [-0.8463, -0.1924, 3.1409], [2.4616, 0.7064, 2.2506], [2.8902, 0.0892, 1.1377], [2.3002, -0.4350, 0.0452], [3.3618, -0.8423, -0.7916], [3.3174, -1.3403, -1.9680], [2.3733, -1.4571, -2.9535], [2.8019, -1.7041, -4.2335], [1.8547, -1.7547, -5.2963], [0.5188, -1.6624, -4.9292], [0.2124, -1.5618, -3.6095], [1.0909, -1.4893, -2.5846], [4.7119, -0.5849, -0.1780], [6.0610, -0.9747, -0.4382], [7.0088, -0.5270, 0.4185], [6.6715, 0.1344, 1.6013], [5.3355, 0.3809, 1.9536], [4.3783, 0.0492, 1.0028], [-2.1130, 0.6358, 4.6706], [-0.5222, 2.4553, 5.1105], [1.5704, 2.5067, 3.8050], [-1.4534, -1.0543, 3.0487], [3.7935, -1.9295, -4.5660], [2.2392, -1.9552, -6.2553], [-0.2945, -1.7325, -5.6052], [-0.8481, -1.6724, -3.3328], [6.2623, -1.5745, -1.3237], [8.0566, -0.6930, 0.2941], [7.4482, 0.4934, 2.2668], [5.0422, 0.9025, 2.8498], [-1.9050, 2.4766, -0.4013], [-2.5888, 1.5855, 0.5911], [-3.3606, 0.0701, -0.4533], [-5.1148, 0.8753, -0.9356], [-5.5346, 0.4830, -2.2289], [-6.6816, 1.0278, -2.7775], [-7.4638, 1.9434, -2.0851], [-7.0577, 2.3042, -0.7857], [-5.8506, 1.8158, -0.2850], [-4.0011, -1.0195, 1.0811], [-4.8352, -0.5180, 2.0598], [-5.2397, -1.3687, 3.0739], [-4.8454, -2.6649, 3.1756], [-4.0007, -3.2128, 2.1364], [-3.6604, -2.3909, 1.1073], [-0.2725, 1.6857, -1.0949], [-0.3835, 2.7161, -2.7325], [-0.1573, 4.1643, -2.7231], [-0.1823, 4.9625, -3.8674], [-0.3561, 4.2737, -5.1194], [-0.6166, 2.9448, -5.2249], [-0.6494, 2.1721, -3.9904], [1.0141, 2.8569, -0.1864], [2.3244, 2.9157, -0.6330], [3.3075, 3.6667, 0.0553], [2.9477, 4.2375, 1.2912], [1.6339, 4.2170, 1.7210], [0.6690, 3.5419, 0.9715], [-1.6317, 3.5041, 0.0101], [-2.4864, 2.6172, -1.3165], [-3.4393, 2.0697, 1.0472], [-1.9541, 1.1355, 1.3352], [-4.9804, -0.2610, -2.7325], [-6.9472, 0.6743, -3.7237], [-8.3128, 2.4485, -2.5149], [-7.6228, 3.1158, -0.2109], [-5.4476, 2.2445, 0.6087], [-5.1616, 0.5124, 2.0250], [-5.9253, -0.9705, 3.8214], [-5.1658, -3.3429, 3.9617], [-3.5936, -4.2398, 2.1626], [-2.9789, -2.8534, 0.3937], [0.0803, 4.5769, -1.7455], [0.2098, 5.9590, -3.7174], [-0.1969, 4.8831, -5.9767], [-0.7810, 2.4722, -6.2031], [-0.9647, 1.1172, -4.1247], [2.6338, 2.3571, -1.5601], [4.3191, 3.5861, -0.2408], [3.7478, 4.6165, 1.8699], [1.3370, 4.5827, 2.6558], [-0.3271, 3.4326, 1.4722], [0.4981, -6.5037, 0.8960], [0.0056, -4.8556, 0.5216], [-1.0697, -4.4982, 1.5331], [1.5009, -4.1900, 1.2557], [2.7739, -4.3139, 0.6576], [3.8290, -3.8131, 1.3213], [3.6868, -3.1250, 2.5427], [2.4546, -3.0860, 3.1265], [1.3404, -3.5657, 2.4823], [0.8305, -6.6785, 1.9053], [1.2871, -6.7177, 0.1612], [-0.2672, -7.2438, 0.7906], [2.9384, -4.7558, -0.3073], [4.8485, -4.0793, 1.0392], [4.4849, -2.7856, 3.1283], [2.3379, -2.6568, 4.1227], [0.3772, -3.6463, 2.9757]],
  "lowdin_charge": [0.66, -0.06, -0.10, -0.04, -0.35, 0.05, -0.17, 0.17, -0.32, 0.02, -0.29, 0.16, -0.36, 0.00, -0.03, -0.09, -0.18, 0.04, -0.07, -0.02, -0.11, -0.07, -0.01, -0.14, 0.09, 0.12, 0.09, 0.09, 0.10, 0.09, 0.09, 0.11, 0.11, 0.10, 0.10, 0.11, -0.48, -0.45, 1.27, -0.38, -0.12, -0.09, -0.08, -0.08, -0.14, -0.38, -0.11, -0.12, -0.07, -0.08, -0.16, 1.23, -0.38, -0.09, -0.06, -0.11, -0.09, -0.10, -0.42, -0.12, -0.05, -0.07, -0.10, -0.12, 0.08, 0.06, 0.05, 0.02, 0.07, 0.08, 0.10, 0.13, 0.08, 0.09, 0.10, 0.10, 0.10, 0.07, 0.09, 0.10, 0.09, 0.10, 0.09, 0.12, 0.09, 0.09, 0.08, 0.11, -0.26, 0.86, -0.56, -0.43, -0.09, -0.08, -0.06, -0.08, -0.10, 0.07, 0.06, 0.05, 0.11, 0.12, 0.09, 0.12, 0.11]
}